Formula: C27H57BBrCl37INNbO2
Source: OMol25
Level of theory: the ωB97M-V functional and the def2-TZVPD basis

Summary:
Total charge   -1
Total energy   -21248.6532 Eh
LUMO level   1.26 eV
HOMO-LUMO gap   5.7137 eV

CARTESIAN COORDINATES (ANGSTROEM)
1 C 1.13823 -2.89794 -0.94931
2 C 1.28887 -1.54533 -0.34783
3 Nb -0.01360 0.28851 -0.85769
4 Br 0.93770 1.39727 1.38354
5 I -1.05852 -0.96860 -3.22593
6 C -1.79963 -0.61098 0.25265
7 C -3.26506 -0.22073 -0.36896
8 C -4.16052 -1.56568 -0.79666
9 N -5.10887 -1.11507 -1.92766
10 C -1.09914 2.24221 -1.29246
11 C -0.23853 3.60554 -1.00096
12 C -0.77821 4.34017 0.38540
13 Cl 0.69409 5.10527 1.25691
14 C 1.73387 1.04454 -2.12085
15 B 2.54560 -0.11972 -2.95028
16 O 3.70864 -0.87303 -2.36695
17 O 2.21409 -0.48248 -4.37129
18 H 1.88937 -3.17847 -1.82646
19 H 0.34765 -3.66988 -0.52054
20 H 2.17374 -1.38494 0.43691
21 H -1.75353 -0.36322 1.41048
22 H -1.69313 -1.79487 0.15344
23 H -3.88507 0.27559 0.52274
24 H -3.24056 0.45471 -1.32372
25 H -3.46437 -2.40363 -1.22811
26 H -4.86881 -1.93005 0.07036
27 H -5.47276 -0.15776 -1.72620
28 H -4.56403 -1.01473 -2.83365
29 H -2.07949 2.30781 -0.61438
30 H -1.50143 2.28541 -2.40815
31 H -0.50974 4.36341 -1.88192
32 H 0.92415 3.48164 -1.03329
33 H -1.19252 3.48462 1.09759
34 H -1.66070 5.08639 0.19860
35 H 1.30743 1.82012 -2.91681
36 H 2.53626 1.63056 -1.47030
37 H 4.27099 -0.21687 -1.85498
38 H 1.43736 0.06046 -4.69639
39 C -1.16930 1.06907 -6.87649
40 Cl -2.62562 1.05707 -5.87455
41 Cl 0.24003 1.58823 -5.94396
42 H -0.99163 0.06070 -7.25800
43 H -1.31728 1.75856 -7.71118
44 C 6.24747 0.54192 -4.69525
45 Cl 5.80877 1.26982 -3.14522
46 Cl 7.76004 1.21928 -5.31060
47 H 6.36903 -0.53559 -4.56058
48 H 5.45090 0.73588 -5.41764
49 C 0.90841 -5.21768 -4.59736
50 Cl -0.06750 -5.76808 -3.23005
51 Cl 2.13749 -4.05888 -4.07593
52 H 1.40243 -6.07987 -5.05178
53 H 0.25538 -4.73794 -5.33044
54 C -1.34551 0.49772 4.60787
55 Cl -2.08843 1.99830 4.04111
56 Cl -2.31629 -0.90613 4.14728
57 H -0.35120 0.40350 4.16470
58 H -1.26238 0.53096 5.69690
59 C -7.92516 -2.02222 -0.42970
60 Cl -8.85112 -0.51663 -0.40310
61 Cl -8.98692 -3.41805 -0.65254
62 H -7.20894 -1.98488 -1.25407
63 H -7.39167 -2.12870 0.51796
64 C 4.44034 5.44079 3.15595
65 Cl 3.69742 6.94137 2.58918
66 Cl 3.46956 4.03694 2.69536
67 H 5.43465 5.34657 2.71277
68 H 4.52346 5.47403 4.24498
69 C -3.11634 -4.77353 3.17066
70 Cl -3.16825 -5.40800 1.52152
71 Cl -4.01452 -3.25607 3.29688
72 H -3.56014 -5.50699 3.84816
73 H -2.07532 -4.59513 3.45073
74 C -11.51197 -1.52760 -3.22331
75 Cl -10.77945 -1.56169 -4.83176
76 Cl -13.25345 -1.81886 -3.31123
77 H -11.05222 -2.30356 -2.60649
78 H -11.33748 -0.54718 -2.77350
79 C -12.63662 -0.61166 1.42447
80 Cl -11.29312 -1.57748 2.04664
81 Cl -12.85976 -0.87488 -0.30939
82 H -13.55222 -0.89672 1.94827
83 H -12.42554 0.44608 1.59948
84 C 7.49948 7.45902 3.21456
85 Cl 7.80062 8.84420 2.15841
86 Cl 7.84862 5.93805 2.38384
87 H 8.14007 7.53798 4.09624
88 H 6.45012 7.46527 3.51922
89 C -1.26760 -8.64631 0.35699
90 Cl -0.25921 -8.46534 1.79757
91 Cl -0.72222 -7.57561 -0.93974
92 H -1.21134 -9.68126 0.01106
93 H -2.30071 -8.39832 0.61230
94 C -3.47727 -3.91306 -3.95802
95 Cl -2.74475 -3.94715 -5.56648
96 Cl -5.21876 -4.20432 -4.04595
97 H -3.01752 -4.68902 -3.34121
98 H -3.30279 -2.93264 -3.50822
99 C 7.94935 -3.31788 -4.99465
100 Cl 8.32349 -4.76692 -5.93549
101 Cl 6.20778 -3.16027 -4.73493
102 H 8.44900 -3.38432 -4.02518
103 H 8.30930 -2.43945 -5.53576
104 C 9.49539 5.88102 6.31405
105 Cl 8.56943 7.38660 6.34065
106 Cl 8.43363 4.48519 6.09121
107 H 10.21160 5.91836 5.48968
108 H 10.02887 5.77454 7.26171
109 C -11.55411 -4.49280 4.54904
110 Cl -11.13904 -4.74367 6.24895
111 Cl -13.29012 -4.22356 4.35126
112 H -11.01390 -3.61928 4.17609
113 H -11.26393 -5.37775 3.97751
114 C 10.90799 -0.52502 -4.33062
115 Cl 10.56676 -2.24944 -4.14406
116 Cl 10.43831 0.37641 -2.88419
117 H 11.97884 -0.39069 -4.50139
118 H 10.34701 -0.14178 -5.18645
119 C 8.92766 9.68293 9.44520
120 Cl 8.88364 9.98243 11.18682
121 Cl 10.58907 9.68652 8.84102
122 H 8.47669 8.70900 9.24018
123 H 8.36185 10.46622 8.93499
124 C 3.14589 1.02843 5.24251
125 Cl 3.56096 0.77756 6.94241
126 Cl 1.40988 1.29766 5.04472
127 H 3.68610 1.90194 4.86955
128 H 3.43607 0.14348 4.67097

Löwdin population analysis, charges in e, atoms 1 to 2:
1. C -0.0643
2. C -0.3354